This record from OMol25 describes a single C6H8O2 molecule at a distorted geometry. The level of theory is wB97M-V/def2-TZVPD.

Results
HOMO energy = -9.2 eV
ΔE to the lowest compared entry with this formula, charge and spin = 2.586 eV

XYZ file:
```
16
Properties=species:S:1:pos:R:3:forces:R:3
C 0.534 -0.283 0.372 -0.185 -0.526 1.039
C 0.700 -0.466 -1.145 3.963 1.020 -1.548
C -1.340 -1.112 -0.694 -1.584 -0.925 -3.191
C -0.846 -0.948 0.488 -0.028 1.177 2.973
C 0.534 1.148 0.883 -3.159 1.669 -2.029
C -0.495 1.998 0.570 0.299 -2.225 -0.332
H 1.530 -1.783 0.830 0.418 -1.710 -0.095
H 1.041 0.481 -1.615 -1.021 0.037 0.187
H 1.573 -1.072 -1.544 -0.728 -0.125 1.397
H -2.368 -1.308 -1.096 1.121 -0.119 0.849
H -1.476 -0.955 1.395 0.713 -0.005 -0.523
H 1.392 1.551 1.347 0.995 -0.023 0.604
H -0.532 3.058 0.788 0.234 -0.122 0.196
H -1.392 1.575 0.012 1.205 0.667 0.798
O 1.581 -0.899 1.133 -0.475 0.954 -0.147
O -0.435 -0.984 -1.723 -1.768 0.255 -0.177
```
Forces are in eV/Å.


This record from OMol25 describes 4 unconnected molecules or ions with the total composition C7H9N at a distorted geometry. The level of theory is wB97M-V/def2-TZVPD.

Results
HOMO energy = -8.3 eV
ΔE to the lowest compared entry with this formula, charge and spin = 11.809 eV

XYZ file:
```
17
Properties=species:S:1:pos:R:3:forces:R:3
C 0.105 2.386 -0.470 0.256 -0.781 -0.654
C -0.182 0.886 -0.255 1.432 1.865 -5.757
C -0.486 0.375 0.859 -1.348 1.983 6.758
C -0.767 -0.973 1.076 -1.283 -3.562 -3.359
C 0.406 -1.634 0.363 -2.051 -0.462 2.190
C 0.214 -1.359 -1.026 0.460 -2.651 -3.321
C -0.027 -0.079 -1.421 0.961 -0.527 3.218
H 1.221 2.802 0.644 -3.383 -0.815 -3.424
H 0.738 2.048 -1.877 -1.689 2.437 3.942
H -1.272 3.078 -0.375 4.643 -1.604 -0.528
H -0.724 1.033 1.670 0.184 0.928 0.574
H -1.573 -1.267 0.339 -0.044 0.271 1.136
H 0.425 -1.961 2.295 -0.336 -0.806 -0.022
H 1.292 -1.137 0.607 1.639 0.510 0.955
H 0.554 -2.222 -1.684 -0.491 1.626 -0.050
H 0.358 0.267 -2.342 -0.451 0.248 -1.246
N -0.284 -2.242 1.595 1.499 1.339 -0.412
```
Forces are in eV/Å.